{"formula": "C29H38ClF10FeN5O5SSi", "method": "ωB97M-V with the def2-TZVPD basis set", "symbols": ["C", "C", "C", "N", "C", "C", "C", "Cl", "C", "N", "C", "O", "O", "C", "F", "F", "F", "N", "C", "C", "C", "C", "C", "C", "N", "Si", "C", "C", "C", "C", "C", "C", "C", "C", "N", "C", "C", "C", "O", "S", "O", "O", "C", "F", "F", "C", "F", "F", "C", "F", "F", "F", "H", "H", "H", "H", "H", "H", "H", "H", "H", "H", "H", "H", "H", "H", "H", "H", "H", "H", "H", "H", "H", "H", "H", "H", "H", "H", "H", "H", "H", "H", "H", "H", "H", "H", "H", "H", "H", "H", "Fe"], "coordinates": [[2.48084, -2.26131, 0.92375], [1.12898, -1.82875, 0.59351], [0.80124, -0.22151, 0.77514], [0.79679, -0.28671, 2.24658], [1.65105, 0.44851, 3.11708], [2.45684, 1.74195, 2.57518], [3.90676, 1.27631, 2.02661], [2.79686, 2.82887, 4.04793], [-0.25695, -1.16420, 2.63396], [-0.11356, -2.19912, 3.50917], [1.19752, -2.50387, 4.19367], [1.53836, -1.84823, 5.21692], [2.06300, -3.53077, 3.79733], [-1.16743, -3.16941, 3.87889], [-0.68606, -4.18044, 4.74299], [-2.12960, -2.43297, 4.65690], [-1.76693, -3.81385, 2.76728], [-1.54944, -1.00543, 1.94573], [-1.71224, 0.29704, 1.24311], [-1.47603, 1.41148, 2.42439], [-2.26773, 1.10930, 3.74576], [-2.17684, 2.00133, 5.04337], [-1.19732, 3.14821, 4.71504], [-0.45486, 3.29119, 3.38584], [-0.56674, 2.46377, 2.26651], [-3.54523, 0.52084, 0.77295], [-4.16020, 2.37707, 0.79235], [-4.82531, -0.26416, 2.04005], [-4.26226, -0.20335, -0.82949], [-0.57236, 0.29507, 0.05781], [-0.88175, -0.77751, -1.09235], [0.11010, -1.19897, -2.23141], [1.59353, -0.62520, -2.39584], [2.72629, -1.81074, -2.34570], [3.36228, -2.02295, -3.68194], [4.77109, -2.52889, -3.58823], [2.50888, -2.89086, -4.50536], [2.59433, -2.67329, -6.10914], [1.74865, -3.80387, -4.07994], [-0.42871, 1.89922, -0.86824], [-1.31161, 3.02920, -0.32935], [0.98892, 2.44425, -0.68427], [-0.93495, 2.05475, -2.62992], [-2.29459, 1.65615, -2.93744], [-0.11639, 1.52125, -3.64145], [-1.04136, 3.64791, -3.05259], [-2.36303, 4.15833, -2.79886], [-0.01536, 4.45135, -2.52551], [-0.90214, 3.83292, -4.67326], [-1.40402, 5.16590, -4.89652], [0.43255, 3.87966, -5.12065], [-1.76002, 2.99997, -5.41640], [2.99373, -1.90293, 1.87734], [2.99619, -3.01724, 0.24451], [0.37284, -2.63338, 0.34557], [1.74429, 0.27149, 0.37905], [1.07862, 0.82591, 4.05631], [2.48778, -0.22418, 3.56663], [1.93422, 2.30964, 1.73478], [4.37914, 2.04801, 1.32140], [4.64115, 1.15270, 2.90768], [3.84408, 0.23720, 1.52647], [-2.35258, -1.31293, 2.49699], [-2.93932, 0.18942, 3.89580], [-2.73487, 1.80560, 6.01112], [-1.02382, 3.93339, 5.53272], [0.28139, 4.17712, 3.28130], [-4.14427, 2.68719, -0.32554], [-3.43275, 3.07666, 1.32590], [-5.24818, 2.46550, 1.12488], [-4.53598, -1.32934, 2.34578], [-5.87650, -0.31536, 1.59598], [-4.90000, 0.46426, 2.93904], [-4.22350, 0.52008, -1.73210], [-3.70794, -1.19968, -1.05357], [-5.37797, -0.51487, -0.77766], [-1.79693, -0.36982, -1.66697], [-1.30630, -1.72101, -0.56603], [-0.38515, -1.11448, -3.27929], [0.25807, -2.35053, -2.13400], [1.70740, -0.23688, -3.48523], [1.87098, 0.27614, -1.75131], [2.35043, -2.75836, -1.82996], [3.55279, -1.38223, -1.65347], [5.32220, -2.15925, -4.52863], [4.85475, -3.66782, -3.51309], [5.32380, -2.04151, -2.69884], [3.69016, -2.47706, -6.37164], [2.25965, -3.64148, -6.65913], [1.97361, -1.75287, -6.41861], [0.75488, -3.02262, -7.76613]], "atomic_forces_ev_per_a": [[-3.05, 0.60, -0.41], [3.29, -0.58, -0.27], [0.86, -2.21, -0.56], [-4.00, -0.94, 0.11], [2.41, 1.40, 3.93], [1.21, -0.98, -1.16], [0.30, -0.11, 0.43], [-0.79, -0.82, -1.32], [-1.22, 1.21, -1.03], [0.97, -1.01, -0.05], [3.61, 0.77, 3.83], [-1.72, -2.84, -4.69], [-3.27, 3.12, 0.43], [-2.19, -1.85, 1.86], [-0.87, 3.18, -2.78], [1.93, -1.85, -2.54], [1.58, 2.30, 3.02], [3.76, 0.06, 1.42], [1.86, 1.01, 1.11], [0.65, 0.53, 0.82], [0.29, 1.87, 3.10], [3.06, 0.61, -6.06], [-1.84, -1.85, 1.01], [-0.42, -0.62, -0.43], [-2.37, -0.92, 3.34], [-5.18, 1.38, -0.54], [0.91, 0.33, -1.18], [0.70, 0.01, 1.13], [0.16, -1.23, -1.77], [0.43, -2.23, 0.09], [-2.89, -0.10, -0.23], [1.06, -1.74, -1.17], [0.59, -0.46, -1.50], [0.47, 1.50, 1.74], [-1.66, -1.45, 0.25], [1.46, 0.27, -0.72], [-1.38, -2.45, 0.20], [0.60, 0.20, 0.55], [2.38, 3.76, -1.26], [2.73, 7.99, 4.57], [0.72, -4.49, -1.68], [-3.11, -3.24, -1.50], [-2.34, 0.90, -4.57], [3.30, -0.12, 1.35], [-1.27, 0.31, 2.55], [-0.34, 1.82, -0.40], [3.76, -1.41, 0.08], [-2.69, -1.88, -0.75], [-0.83, 2.91, -1.61], [1.38, -3.42, 0.55], [-3.48, -0.99, 1.05], [2.71, 1.50, 1.82], [-0.07, 0.36, -2.11], [-1.10, 0.24, 1.81], [1.03, 1.37, -0.91], [-1.51, -0.14, 0.77], [0.66, -0.78, -1.62], [-1.36, 1.06, -0.80], [0.43, -0.58, 1.50], [-0.92, -1.18, 0.98], [-1.27, 0.16, -1.29], [-0.01, 1.71, 0.51], [0.15, -0.36, -0.43], [1.13, 1.52, -0.76], [0.86, 0.37, -1.45], [-0.07, -1.17, -1.49], [-1.36, -1.62, 0.21], [0.08, -0.28, 1.85], [-1.33, -0.66, -0.61], [1.62, -0.22, -0.11], [-0.65, 1.32, 0.01], [1.65, 0.14, 0.29], [0.04, -1.52, -1.17], [0.33, -1.31, 1.38], [-0.99, 1.60, -0.09], [1.86, 0.71, 0.48], [1.20, -0.53, 1.11], [0.80, 1.63, -0.84], [0.44, 0.17, 2.05], [-0.34, 1.97, -0.05], [-0.30, -0.43, 1.92], [-0.39, -1.40, -0.70], [0.34, 1.16, -1.02], [-1.16, -0.87, -1.27], [-0.68, -0.78, 1.41], [-0.19, 1.56, 0.01], [-1.16, -0.78, -1.44], [-1.67, -0.19, -0.01], [0.61, 0.79, 0.98], [0.84, -0.83, 0.53], [0.27, 0.02, 0.21]], "total_charge": 3, "e_above_lowest_kj_mol": 1274.28, "gap_ev": [7.153, 4.245], "homo_energy_ev": [-16.371, -16.288], "lumo_ev": [-9.217, -12.043], "spin_multiplicity": 6, "energy_ha": -5186.3236}